The following is a quantum chemistry calculation of C52H58Ge2N4OSeTeTi as an isolated structure at a distorted geometry, from the OMol25 dataset.

Atoms and positions in Å:
Ti 0.59 -0.03 1.15
C -5.56 1.39 -0.90
C -5.04 -0.02 -1.22
C -3.67 -0.22 -0.72
N -2.57 -0.30 -0.38
H -6.63 1.45 -1.14
H -5.04 2.15 -1.48
H -5.44 1.62 0.16
H -5.03 -0.18 -2.30
H -5.69 -0.78 -0.79
Se 0.86 -2.26 0.14
C 2.78 -2.27 0.48
C 3.25 -2.68 1.72
C 4.61 -2.65 2.00
C 5.52 -2.25 1.03
C 5.06 -1.91 -0.23
C 3.70 -1.92 -0.51
H 2.56 -3.06 2.47
H 4.96 -2.96 2.98
H 6.58 -2.23 1.25
H 5.76 -1.63 -1.01
H 3.35 -1.65 -1.50
N 0.31 6.00 2.55
C 0.31 4.65 2.45
C -0.69 3.97 1.72
C -0.62 2.62 1.63
N 0.35 1.86 2.18
C 1.26 2.51 2.93
C 1.28 3.86 3.10
H -0.39 6.56 2.10
H 1.01 6.47 3.10
H -1.50 4.51 1.25
H -1.40 2.07 1.10
H 1.99 1.90 3.44
H 2.04 4.32 3.72
C -3.66 -0.48 5.35
Ge -3.49 0.00 3.47
C -3.53 1.94 3.27
C -5.04 -0.74 2.53
Ge -1.35 -0.84 2.56
C -1.52 -2.78 2.93
C -2.79 -3.34 3.09
C -2.95 -4.66 3.50
C -1.83 -5.45 3.75
C -0.56 -4.91 3.59
C -0.41 -3.59 3.19
C 0.10 -0.52 3.95
C -0.14 -0.30 5.31
C 0.92 -0.25 6.22
C 2.24 -0.41 5.80
C 2.51 -0.59 4.45
C 1.43 -0.64 3.58
H -4.72 -0.59 5.57
H -3.26 0.31 5.99
H -3.15 -1.42 5.58
H -4.49 2.33 3.64
H -3.43 2.23 2.22
H -2.73 2.41 3.84
H -5.72 0.06 2.25
H -5.58 -1.41 3.22
H -4.78 -1.32 1.65
H -3.68 -2.75 2.90
H -3.94 -5.07 3.63
H -1.95 -6.48 4.08
H 0.32 -5.52 3.78
H 0.58 -3.19 3.09
H -1.15 -0.18 5.66
H 0.70 -0.09 7.27
H 3.05 -0.38 6.52
H 3.52 -0.70 4.10
H 1.69 -0.83 2.53
C 0.33 -2.72 -8.33
C 0.19 -2.24 -6.91
C 1.03 -2.70 -5.90
C 0.93 -2.26 -4.58
C 1.85 -2.87 -3.56
C -0.02 -1.28 -4.29
Te -0.25 -0.34 -2.38
N 0.78 0.88 -0.46
C 1.87 0.63 -1.13
O 1.77 -0.11 -2.23
C 3.23 1.12 -0.81
C 4.08 1.46 -1.85
C 5.37 1.90 -1.58
C 5.80 2.01 -0.26
C 4.95 1.67 0.79
C 3.67 1.23 0.51
C -0.14 1.56 -3.37
C 0.85 1.68 -4.35
C 1.02 2.89 -5.00
C 0.20 3.97 -4.68
C -0.77 3.84 -3.70
C -0.96 2.63 -3.03
C -2.06 2.52 -2.00
C -0.96 -0.88 -5.26
C -2.17 0.00 -4.98
C -0.82 -1.35 -6.56
H 1.19 -3.38 -8.44
H 0.46 -1.87 -9.01
H -0.56 -3.26 -8.64
H 1.79 -3.45 -6.14
H 2.14 -3.88 -3.87
H 1.38 -2.96 -2.58
H 2.77 -2.29 -3.46
H 3.73 1.39 -2.87
H 6.04 2.15 -2.39
H 6.80 2.35 -0.05
H 5.28 1.75 1.81
H 3.03 0.93 1.33
H 1.47 0.84 -4.61
H 1.78 2.99 -5.77
H 0.32 4.91 -5.20
H -1.41 4.68 -3.46
H -2.33 3.49 -1.61
H -1.75 1.88 -1.17
H -2.96 2.08 -2.45
H -2.39 0.11 -3.91
H -3.05 -0.44 -5.43
H -2.04 1.01 -5.39
H -1.53 -1.03 -7.31

Summary:
ΔE to the lowest compared entry with this formula, charge and spin ... 4.3308 eV
Net charge ... +2
Kohn-Sham gap (alpha / beta) ... 6.76 / 6.76 eV
E_tot ... -9982.80946 Ha
2S+1 ... 1
HOMO (alpha / beta) ... -12.578 / -12.578 eV